C4H4N2O2 | wB97M-V/def2-TZVPD

Each atom is followed by the atoms it is bonded to, with distances in Å.
CARTESIAN COORDINATES (ANGSTROEM)
1 C -0.3855 -0.1965 0.6304  C4 1.441, N5 1.251
2 C 0.7913 0.3192 -1.1872  N6 1.224, O8 1.302
3 C -0.5150 1.9480 -0.1024  N5 1.379, O7 1.181, O8 1.430
4 C -0.4820 -1.4835 1.2704  C1 1.441, H9 1.092, H10 1.089, H11 1.091
5 N -0.8467 0.9544 0.7951  C1 1.251, C3 1.379
6 N 1.4855 -0.4867 -1.7923  C2 1.224, H12 1.019
7 O -0.9092 3.0615 -0.0852  C3 1.181
8 O 0.3860 1.5561 -1.1418  C2 1.302, C3 1.430
9 H -0.8157 -1.4038 2.3068  C4 1.092
10 H 0.4761 -1.9972 1.2061  C4 1.089
11 H -1.2076 -2.0745 0.7090  C4 1.091
12 H 2.0227 -0.1969 -2.6089  N6 1.019

The calculation puts the LUMO energy (alpha / beta) at 0.3 / -2.8 eV. The spin multiplicity is 3.